Entry from the OMol25 dataset: one molecule with the formula C2H2S3 (the ωB97M-V functional and the def2-TZVPD basis).

As for the structure (SMILES): S=CC(=S)S. Its charge is 0. For the HOMO-LUMO gap, the calculation gives 6.68 eV.

Cartesian coordinates (Å):
S -1.977 -0.356 -0.196
C -0.410 -0.769 0.111
C 0.788 0.039 0.002
S 2.444 -0.507 -0.187
S 0.344 1.892 -0.045
H -0.166 -1.807 0.704
H -1.023 1.508 -0.390

=====

Entry from the OMol25 dataset: C34H54CoN4P2Si2 as an isolated structure (the ωB97M-V functional and the def2-TZVPD basis).

As for the expectation value of S²: 3.78. Its spin multiplicity is 4. Its charge is 0. For the HOMO-LUMO gap (alpha / beta), the calculation gives 5.26 / 7.90 eV.

Cartesian coordinates (Å):
Co 0.038 -0.012 0.059
C 0.867 -5.219 -7.061
C 1.680 -4.208 -6.761
C 1.877 -2.935 -7.527
C 0.708 -2.498 -8.445
C -0.621 -2.330 -7.758
C -1.543 -3.271 -7.541
C -1.497 -4.712 -7.966
C -0.096 -5.317 -8.217
C -1.569 0.808 0.878
H 0.930 -6.142 -6.462
H 2.374 -4.325 -5.918
H 2.772 -3.022 -8.165
H 2.095 -2.124 -6.818
H 0.985 -1.527 -8.876
H 0.646 -3.193 -9.287
H -0.858 -1.289 -7.493
H -2.498 -2.978 -7.091
H -2.076 -4.843 -8.894
H -2.015 -5.318 -7.208
H -0.245 -6.383 -8.434
H 0.319 -4.882 -9.130
H -1.739 0.164 1.754
H -2.471 0.845 0.237
H -1.284 1.830 1.195
P -0.752 0.730 -1.824
P 1.595 -0.771 -1.246
N -2.369 0.256 -2.380
N -0.861 2.508 -2.079
N 1.384 -2.443 -1.816
N 3.301 -0.859 -0.810
C 0.194 0.284 -3.306
C 1.643 0.035 -2.870
C -3.142 -0.720 -1.766
C -4.281 -0.942 -2.535
C -4.191 -0.088 -3.680
C -3.002 0.623 -3.570
C -1.629 3.333 -1.259
C -1.404 4.659 -1.614
C -0.457 4.657 -2.680
C -0.126 3.328 -2.930
C 0.661 -3.399 -1.113
C 0.618 -4.576 -1.860
C 1.299 -4.319 -3.088
C 1.768 -3.009 -3.026
C 4.341 -1.538 -1.455
C 5.550 -1.179 -0.866
C 5.255 -0.227 0.158
C 3.875 -0.039 0.153
H 0.116 1.058 -4.080
H -0.281 -0.626 -3.709
H 2.188 -0.548 -3.620
H 2.208 0.970 -2.720
H -2.808 -1.168 -0.842
H -5.080 -1.628 -2.297
H -4.910 -0.005 -4.483
H -2.549 1.342 -4.239
H -2.263 2.910 -0.494
H -1.880 5.520 -1.163
H -0.073 5.514 -3.214
H 0.565 2.913 -3.647
H 0.236 -3.156 -0.151
H 0.168 -5.512 -1.555
H 1.442 -4.987 -3.928
H 2.330 -2.450 -3.758
H 4.132 -2.216 -2.266
H 6.526 -1.547 -1.138
H 5.949 0.265 0.826
H 3.253 0.595 0.769
C -1.205 -1.046 4.193
Si 0.121 -1.707 3.026
C 1.521 -2.385 4.094
C -0.710 -3.154 2.172
C 0.928 -0.473 1.781
Si 1.390 1.208 2.616
C 3.031 0.915 3.501
C 1.624 2.593 1.369
C 0.239 1.885 3.947
H -1.574 -1.911 4.768
H -2.054 -0.612 3.651
H -0.830 -0.305 4.908
H 1.117 -3.172 4.750
H 2.305 -2.839 3.473
H 1.984 -1.617 4.731
H -1.407 -2.809 1.397
H 0.035 -3.810 1.701
H -1.274 -3.742 2.915
H 1.895 -0.941 1.507
H 3.806 0.542 2.822
H 3.368 1.878 3.913
H 2.935 0.206 4.336
H 0.700 2.825 0.819
H 1.913 3.479 1.957
H 2.423 2.398 0.640
H -0.800 1.971 3.604
H 0.253 1.287 4.869
H 0.592 2.895 4.209

=====

Entry from the OMol25 dataset: a 4-piece molecular cluster, C33H64N5O3 overall (the ωB97M-V functional and the def2-TZVPD basis).

Its charge is -1. For the HOMO-LUMO gap, the calculation gives 6.79 eV.

Cartesian coordinates (Å):
C -2.153 6.360 1.030
C -2.582 5.414 0.216
C -3.069 4.303 -0.842
N -2.679 2.905 -0.546
O -1.321 2.826 -0.533
C -0.839 2.094 -1.709
C 0.738 2.519 -1.862
C -3.235 2.345 0.720
N -2.276 2.464 1.895
C -4.628 2.945 1.228
C -5.888 2.767 0.260
C -6.715 4.094 -0.097
C -7.978 4.096 -1.044
C -8.451 2.723 -1.667
C -9.710 2.727 -2.676
C -7.713 1.381 -1.318
C -6.445 1.440 -0.357
C -3.329 0.713 0.481
O -3.482 0.286 -0.735
O -3.207 -0.190 1.548
H -2.108 7.349 1.629
H -4.187 4.482 -1.029
H -2.543 4.579 -1.849
H -1.415 2.359 -2.681
H -0.910 0.962 -1.458
H 0.897 3.075 -2.858
H 0.998 3.253 -0.998
H 1.384 1.577 -1.735
H -1.865 3.408 1.943
H -1.532 1.749 1.814
H -4.580 4.068 1.545
H -4.889 2.383 2.217
H -6.373 5.108 0.348
H -8.537 5.075 -1.291
H -9.998 1.636 -2.908
H -10.567 3.368 -2.263
H -9.341 3.213 -3.668
H -8.035 0.342 -1.726
H -5.936 0.442 -0.122
C 3.803 -0.390 -4.134
C 5.125 0.366 -4.235
N 5.323 1.354 -3.172
C 6.441 2.261 -3.432
C 7.843 1.659 -3.486
C 5.228 0.860 -1.800
C 6.173 -0.263 -1.382
H 2.953 0.298 -4.102
H 3.678 -1.034 -5.010
H 3.765 -1.032 -3.250
H 5.125 0.884 -5.201
H 5.945 -0.360 -4.272
H 6.431 3.068 -2.689
H 6.253 2.763 -4.389
H 8.217 1.412 -2.491
H 8.540 2.389 -3.912
H 7.891 0.766 -4.113
H 4.202 0.516 -1.628
H 5.347 1.696 -1.100
H 6.245 -1.056 -2.132
H 5.810 -0.724 -0.459
H 7.178 0.110 -1.175
C 0.030 -2.923 0.338
C 0.286 -3.998 -0.714
N 1.447 -3.727 -1.558
C 1.522 -4.593 -2.733
C 1.725 -6.089 -2.499
C 2.715 -3.508 -0.869
C 3.232 -4.620 0.040
H -0.062 -1.934 -0.122
H -0.905 -3.134 0.864
H 0.824 -2.886 1.089
H -0.607 -4.045 -1.347
H 0.364 -4.972 -0.216
H 2.314 -4.231 -3.400
H 0.596 -4.465 -3.306
H 2.751 -6.318 -2.208
H 1.529 -6.636 -3.427
H 1.047 -6.489 -1.741
H 2.626 -2.595 -0.268
H 3.493 -3.266 -1.604
H 2.450 -5.039 0.679
H 4.010 -4.224 0.701
H 3.686 -5.432 -0.531
C 1.684 -2.723 6.567
C 0.378 -2.649 5.782
N -0.237 -1.325 5.786
C -1.612 -1.326 5.281
C -1.827 -1.702 3.818
C 0.595 -0.222 5.319
C 1.166 -0.313 3.905
H 1.546 -2.378 7.597
H 2.034 -3.758 6.605
H 2.475 -2.129 6.103
H -0.315 -3.361 6.244
H 0.558 -3.009 4.762
H -2.065 -0.345 5.464
H -2.197 -2.020 5.897
H -1.532 -0.895 3.146
H -2.890 -1.888 3.638
H -1.289 -2.610 3.535
H 1.435 -0.108 6.015
H 0.042 0.719 5.414
H 1.574 -1.302 3.678
H 1.983 0.407 3.791
H 0.418 -0.065 3.150